Density functional theory data (ωB97M-V with the def2-TZVPD basis set) for 2 unconnected molecules or ions with the total composition C3H9N3P at a distorted geometry.

As for the net charge: +1. As for the gap between HOMO and LUMO (spin up / spin down): 7.5 / 7.5 eV. The value obtained for the highest occupied orbital energy (spin up / spin down) is -0.4984 / -0.4983 hartree.

Geometry (Å):
C 0.6128 1.2167 0.4456
C -1.0103 0.2010 -0.6661
C -2.3521 0.1717 -0.0215
N -0.4213 1.4241 -0.3010
N 0.9305 -0.1084 0.6915
N -0.0198 -0.8326 -0.1272
P 3.2604 -0.1191 -0.2293
H 1.3158 2.0750 0.7161
H -1.0986 -0.0736 -1.6827
H -2.2644 0.9335 0.7253
H -2.5877 -0.7814 0.5938
H -3.1309 0.3848 -0.6943
H -0.4129 -1.3631 0.6358
H 0.2094 -1.5173 -0.8831
H 3.3228 -1.6290 -0.3423
H 3.6463 0.0176 1.1394

Density functional theory data (ωB97M-V with the def2-TZVPD basis set) for a molecular structure, C3H9N3S at a distorted geometry.

As for the net charge: 0. As for the gap between HOMO and LUMO: 8.6 eV. The value obtained for the highest occupied orbital energy is -0.2967 hartree.

Geometry (Å):
C 2.2791 -0.1561 -0.1961
C -0.1039 0.4740 -0.5607
C -1.5852 -1.6109 0.4118
H 2.7469 -1.1814 0.6188
H 1.9942 0.8849 0.5761
H 2.9347 -0.0065 -1.4074
H 0.8753 -1.6750 -0.8092
H -0.5933 -1.6067 1.2403
H -2.7406 -1.6943 0.8129
H -1.3954 -2.5244 -0.4994
H -0.6776 3.5873 -0.0010
H -1.6986 2.0345 1.1570
N 0.9324 -0.5444 -0.4046
N 0.0296 1.6928 -0.1990
N -1.1334 2.4714 -0.0118
S -1.8641 -0.1452 -0.7277

Density functional theory data (ωB97M-V with the def2-TZVPD basis set) for a single C3H9N3S molecule at a distorted geometry.

The structure (SMILES) is CCNC(=S)NN. As for the net charge: 0. As for the gap between HOMO and LUMO: 9.1 eV. The value obtained for the highest occupied orbital energy is -0.3063 hartree.

Geometry (Å):
C -0.6353 -1.8779 -1.7274
C -0.1562 -0.4850 -1.2286
C 0.3010 0.2829 1.1996
H -0.9611 -1.8822 -2.7746
H 0.0521 -2.6872 -1.5130
H -1.4762 -2.1093 -1.0675
H 0.7541 -0.2324 -1.7586
H -0.8689 0.2953 -1.3475
H 0.1460 -1.5952 0.4790
H 0.2625 1.8563 -0.1911
H -0.2089 2.6729 2.3244
H 1.3989 2.4241 2.1932
N 0.0707 -0.6616 0.1884
N 0.3324 1.5872 0.7745
N 0.5376 2.6288 1.6681
S 0.4515 -0.2166 2.7810

Density functional theory data (ωB97M-V with the def2-TZVPD basis set) for 2 unconnected molecules or ions with the total composition C3H9N4 at a distorted geometry.

As for the net charge: +1. As for the gap between HOMO and LUMO: 9.4 eV. The value obtained for the highest occupied orbital energy is -0.5395 hartree.

Geometry (Å):
C 1.1098 0.8784 1.0450
C 1.9625 -0.1193 0.4081
C -1.6781 -1.2864 0.2678
N -1.0842 0.2347 -1.3708
N -0.8914 0.9452 -2.2833
N 0.0452 1.1696 0.3986
N -1.5493 -0.7645 -0.9823
H 1.3205 1.2809 2.0136
H 1.4833 -0.3846 -0.6091
H 2.2169 -0.9821 1.1941
H 3.0373 0.1736 0.1021
H -2.6129 -0.9432 0.7969
H -0.7541 -0.9796 0.8398
H -1.7522 -2.3857 0.0821
H -0.1302 1.4428 -2.7201
H -0.7232 1.7204 0.8175

Density functional theory data (ωB97M-V with the def2-TZVPD basis set) for a molecular structure, C3H9N4 at a distorted geometry.

As for the net charge: +1. As for the gap between HOMO and LUMO: 11.0 eV. The value obtained for the highest occupied orbital energy is -0.5244 hartree.

Geometry (Å):
C -0.6803 -1.2384 -0.9367
C 0.2002 0.9461 -0.8635
C -0.0195 0.7931 1.5638
N -1.1177 -2.3604 -1.1220
N -0.8853 0.0726 -1.3027
N 0.9903 -0.8843 -0.0935
N 0.7519 0.4725 0.4165
H 1.1125 0.7787 -1.5359
H -0.2118 1.9874 -1.0309
H 0.2457 1.8884 1.8432
H -1.1344 0.7384 1.4578
H 0.3596 0.2213 2.4397
H -0.7443 -3.2026 -0.7648
H -1.7761 0.4935 -1.2056
H 1.2042 -1.5967 0.6474
H 1.7049 0.8904 0.4874

Density functional theory data (ωB97M-V with the def2-TZVPD basis set) for a gas-phase ion, C3H9N4 (charge +1) at a distorted geometry.

The structure (SMILES) is [H]/N=C/N[C@@H](N)C=[NH2+]. As for the net charge: +1. As for the gap between HOMO and LUMO: 8.9 eV. The value obtained for the highest occupied orbital energy is -0.4992 hartree.

Geometry (Å):
C 1.7342 0.3792 -0.2769
C -1.1635 0.3192 0.2803
C -0.4012 -0.7343 -0.3635
N 1.4068 0.8392 0.8756
N 0.7694 -0.1719 -1.0995
N -1.8787 1.3240 -0.1886
N -0.1863 -1.6808 0.6618
H 2.7370 0.5253 -0.8380
H -1.1291 0.2106 1.4230
H -1.0501 -1.2392 -1.1531
H 2.0997 1.0183 1.5067
H 1.1211 -0.2765 -2.0595
H -2.2852 1.9896 0.4841
H -2.1614 1.2930 -1.2355
H 0.1752 -1.2138 1.4842
H 0.2120 -2.5820 0.4990

Density functional theory data (ωB97M-V with the def2-TZVPD basis set) for a gas-phase ion, C3H9N4 (charge +1) at a distorted geometry.

As for the net charge: +1. The spin multiplicity is 3. As for the gap between HOMO and LUMO (spin up / spin down): 5.3 / 6.9 eV. The value obtained for the highest occupied orbital energy (spin up / spin down) is -0.3164 / -0.5075 hartree.

Geometry (Å):
C 0.4646 1.3715 0.8437
C 0.4507 -0.6859 -0.4352
C -1.0725 -0.9686 -0.7202
N 0.4147 0.4113 1.7384
N 0.7220 0.7535 -0.4572
N 0.4141 2.6493 1.0310
N 0.5550 -0.8973 1.0682
H 1.0528 -1.2356 -1.1032
H -1.5618 -0.5812 -1.6366
H -1.5867 -0.4438 0.2272
H -1.1780 -2.0717 -0.7151
H 0.3742 1.3506 -1.2945
H -0.0514 3.2503 0.2734
H 0.4088 3.0074 2.0543
H 1.4672 -1.2968 1.4031
H -0.2261 -1.5941 1.3402

Density functional theory data (ωB97M-V with the def2-TZVPD basis set) for 2 unconnected molecules or ions with the total composition C3H9N4O at a distorted geometry.

As for the net charge: +1. As for the gap between HOMO and LUMO (spin up / spin down): 8.4 / 8.4 eV. The value obtained for the highest occupied orbital energy (spin up / spin down) is -0.4545 / -0.4546 hartree.

Geometry (Å):
C 0.0573 0.0674 2.1851
C -1.4800 -0.0883 -2.1851
C 0.8323 -0.3299 -0.0524
N -0.0206 0.4030 4.4415
N 0.2238 0.4082 3.2809
N 1.7345 0.0024 -1.0023
N 0.7574 0.3454 1.0762
O -0.9351 0.3084 -0.9055
H -1.0746 1.1198 -0.6529
H -1.0001 0.5328 -3.0770
H -2.6617 -0.0802 -2.2753
H -1.1382 -1.0810 -2.3496
H 0.5248 -1.3300 -0.2552
H -0.0868 1.3693 4.9941
H 2.2968 0.8870 -0.8485
H 1.5651 -0.2348 -2.0113
H 1.2753 1.1511 0.9660

Density functional theory data (ωB97M-V with the def2-TZVPD basis set) for a molecular structure, C3H9N5 at a distorted geometry.

As for the net charge: 0. As for the gap between HOMO and LUMO: 8.1 eV. The value obtained for the highest occupied orbital energy is -0.2716 hartree.

Geometry (Å):
N 0.0039 -0.3241 -0.1356
N -1.9475 1.1082 0.4884
C -0.1651 0.7846 0.5388
N -0.8548 -1.4170 0.0274
N -2.8241 0.6178 -0.4251
C 1.8280 -0.7843 0.0931
C 2.7718 -0.2562 -0.6638
N 0.4376 1.7529 1.0342
H -2.0063 2.1237 0.5197
H -0.6277 -2.0979 -0.6892
H -0.7404 -1.8342 0.9498
H -2.6616 0.8844 -1.3948
H -2.9416 -0.3855 -0.3197
H 1.4097 1.5667 1.2665
H 1.9946 -1.6047 0.7896
H 2.5687 0.5770 -1.3252
H 3.7548 -0.7115 -0.7542

Density functional theory data (ωB97M-V with the def2-TZVPD basis set) for a single C3H9NO molecule at a distorted geometry.

The structure (SMILES) is C[C@H](N)CO. As for the net charge: 0. As for the gap between HOMO and LUMO: 10.0 eV. The value obtained for the highest occupied orbital energy is -0.3349 hartree.

Geometry (Å):
C 1.3411 -0.3301 -0.4633
C 0.0435 0.4143 -0.1147
C -1.1068 -0.5172 0.2558
H 1.8697 -0.5347 0.4911
H 1.9294 0.3794 -1.1112
H 1.1345 -1.2431 -1.0840
H -0.3007 0.9269 -0.9942
H 0.9538 1.0830 1.5492
H -0.4604 1.9376 1.2921
H -2.0555 0.2105 0.1950
H -0.9836 -0.9072 1.3745
H -1.5127 -1.2456 -1.5449
N 0.3268 1.4440 0.8443
O -1.1791 -1.6178 -0.6898

Density functional theory data (ωB97M-V with the def2-TZVPD basis set) for 2 unconnected molecules or ions with the total composition C3H9NO at a distorted geometry.

The structure (SMILES) is C=NC.CO. As for the net charge: 0. As for the gap between HOMO and LUMO (spin up / spin down): 7.3 / 7.5 eV. The value obtained for the highest occupied orbital energy (spin up / spin down) is -0.2527 / -0.2603 hartree.

Geometry (Å):
C 1.2900 0.4941 0.3321
C -1.5121 1.2303 -0.9614
C 0.5957 -1.5476 1.2818
N 0.7188 -0.1150 1.3269
O -0.3684 0.0890 -1.1463
H -0.8243 -0.5948 -1.6718
H 2.3130 0.7491 0.6337
H 1.4262 1.0407 -0.6035
H 0.4067 -1.8912 0.2542
H -1.0298 2.1886 -1.1159
H -2.1181 1.1968 -0.0589
H -2.1320 1.0550 -1.8411
H -0.2501 -1.8319 1.9137
H 1.4844 -2.0630 1.6565

Density functional theory data (ωB97M-V with the def2-TZVPD basis set) for a single C3H9NO molecule at a distorted geometry.

The structure (SMILES) is C[C@H](O)CN. As for the net charge: 0. As for the gap between HOMO and LUMO: 10.5 eV. The value obtained for the highest occupied orbital energy is -0.3467 hartree.

Geometry (Å):
C -0.0142 1.0677 -0.1437
C -0.5333 -0.2322 0.4952
C 0.1494 -1.4478 -0.0544
O -1.9512 -0.2450 0.1945
N 1.4533 1.1255 -0.2253
H -0.4831 1.1214 -1.1276
H -0.4049 1.8779 0.4606
H -0.4656 -0.0640 1.5783
H -0.2638 -2.4019 0.2893
H 0.0350 -1.4148 -1.1472
H 1.2210 -1.4711 0.1809
H -2.2682 -1.1620 0.2175
H 1.7254 1.4371 -1.1394
H 1.8001 1.8093 0.4213

Density functional theory data (ωB97M-V with the def2-TZVPD basis set) for 2 unconnected molecules or ions with the total composition C3H9NO at a distorted geometry.

The structure (SMILES) is C=O.CCN. As for the net charge: 0. As for the gap between HOMO and LUMO: 9.2 eV. The value obtained for the highest occupied orbital energy is -0.3161 hartree.

Geometry (Å):
O 1.5982 -0.8308 0.6563
C 2.5256 -0.3665 0.0463
H 2.7263 -0.6016 -1.0125
H 3.1859 0.3898 0.4810
C -1.0082 0.5740 -1.4327
C -1.8732 0.4595 -0.1749
N -1.0843 0.1398 1.0047
H -1.4464 1.0595 -2.2982
H -0.5861 -0.4204 -1.5697
H -0.1515 1.2402 -1.2221
H -2.5848 -0.3435 -0.3744
H -2.3937 1.4045 0.0081
H -0.3180 -0.5082 0.8671
H -1.6347 -0.2136 1.7738

Density functional theory data (ωB97M-V with the def2-TZVPD basis set) for 2 unconnected molecules or ions with the total composition C3H9NO at a distorted geometry.

The structure (SMILES) is C/C=C/N.O. As for the net charge: 0. As for the gap between HOMO and LUMO: 8.9 eV. The value obtained for the highest occupied orbital energy is -0.2957 hartree.

Geometry (Å):
C 0.3053 1.9362 0.1180
C 0.5292 0.7362 0.9416
C -0.2981 -0.2973 0.9000
N -0.0989 -1.7354 1.0822
H -0.7494 1.9454 -0.0634
H 0.6704 2.8957 0.4888
H 0.6279 1.8569 -0.9092
H 1.4722 0.6552 1.5096
H -1.2840 -0.0591 0.5324
H -1.0682 -2.1858 0.9935
H 0.7028 -2.1937 1.1176
H 0.5667 -0.7238 -2.1295
H -1.0572 -0.7177 -1.7666
O -0.3009 -0.4470 -2.3882

Density functional theory data (ωB97M-V with the def2-TZVPD basis set) for a single C3H9NO molecule at a distorted geometry.

The structure (SMILES) is C[C@H](N)CO. As for the net charge: 0. As for the gap between HOMO and LUMO: 10.8 eV. The value obtained for the highest occupied orbital energy is -0.3612 hartree.

Geometry (Å):
C -0.8801 0.6868 0.4459
O -1.8778 0.2127 1.4712
C 0.3233 -0.2879 0.1307
C 1.6072 0.4135 -0.4234
N -0.2530 -1.1333 -0.9090
H -0.4525 1.5967 0.8557
H -1.4022 1.0457 -0.3751
H -2.5525 -0.2931 0.9911
H 0.6305 -0.8022 1.0955
H 2.4112 0.6547 0.3649
H 2.1572 0.0057 -1.3657
H 1.1941 1.2956 -0.9024
H -1.0967 -1.4006 -0.3847
H 0.1912 -1.9942 -0.9947

Density functional theory data (ωB97M-V with the def2-TZVPD basis set) for a molecular structure, C3H9NO.

As for the net charge: 0. As for the gap between HOMO and LUMO: 7.9 eV. The value obtained for the highest occupied orbital energy is -0.2858 hartree.

Geometry (Å):
C -0.3367 -0.6156 0.1844
C 2.3776 0.4289 -0.4385
C -2.2929 -0.1835 0.0366
N -0.4548 0.7047 0.3112
O 1.5303 0.1148 0.6193
H -0.4962 0.9474 1.3020
H -0.2686 -1.3067 1.0180
H -0.1922 -1.0106 -0.8143
H 3.1729 -0.3271 -0.5417
H 1.8498 0.4776 -1.4101
H 2.8738 1.3999 -0.2914
H -2.7457 0.5101 0.7367
H -2.4717 0.0726 -0.9988
H -2.5456 -1.2127 0.2864

Density functional theory data (ωB97M-V with the def2-TZVPD basis set) for 2 unconnected molecules or ions with the total composition C3H9NO.

The structure (SMILES) is C/C=C\N.O. As for the net charge: 0. As for the gap between HOMO and LUMO: 9.2 eV. The value obtained for the highest occupied orbital energy is -0.3033 hartree.

Geometry (Å):
C -1.0817 0.8251 1.5027
C -0.3108 0.1448 0.4137
C -0.8045 -0.1535 -0.7774
N -2.0732 0.2173 -1.2559
H -0.4589 1.3171 2.2372
H -1.7995 1.5643 1.1473
H -1.7169 0.1332 2.0674
H 0.7297 -0.0646 0.6352
H -0.1939 -0.6766 -1.5051
H -2.6776 0.4616 -0.4771
H -2.5102 -0.5550 -1.7456
H 3.7594 -0.6283 -1.1338
H 5.0121 -1.1799 -0.4082
O 4.1260 -1.4054 -0.7003

Density functional theory data (ωB97M-V with the def2-TZVPD basis set) for 2 unconnected molecules or ions with the total composition C3H9NO at a distorted geometry.

As for the net charge: +1. The spin multiplicity is 2. As for the gap between HOMO and LUMO (spin up / spin down): 5.3 / 3.3 eV. The value obtained for the highest occupied orbital energy (spin up / spin down) is -0.4725 / -0.4725 hartree.

Geometry (Å):
C 2.8184 -0.2714 -1.9160
N 3.7151 -0.9847 -1.4200
H 2.8393 -0.0941 -2.9446
H 1.8805 -0.0017 -1.4241
H 4.1982 -0.5900 -0.6659
H -3.1419 0.1369 1.8830
C -1.5422 -0.6101 1.0053
O -2.7549 -0.7003 1.6999
C -1.4749 0.9465 0.5688
H -1.5052 -1.2990 0.1093
H -0.6962 -0.5972 1.6400
H -2.3588 1.3759 0.0325
H -0.5952 1.1409 -0.1050
H -1.3823 1.5484 1.5368

Density functional theory data (ωB97M-V with the def2-TZVPD basis set) for 2 unconnected molecules or ions with the total composition C3H9NO at a distorted geometry.

As for the net charge: +1. The spin multiplicity is 2. As for the gap between HOMO and LUMO (spin up / spin down): 9.0 / 6.0 eV. The value obtained for the highest occupied orbital energy (spin up / spin down) is -0.5155 / -0.5155 hartree.

Geometry (Å):
C -1.8210 -1.1506 -0.5839
C -1.1442 0.1863 -0.8140
C -0.1459 0.6100 -1.7367
N -1.1628 1.0525 0.3085
H -2.1808 -1.5693 -1.6501
H -1.0816 -1.8419 -0.0699
H -2.7780 -1.1102 0.0452
H 0.5653 1.3317 -1.3520
H 0.0183 -0.1291 -2.5380
H -1.1704 2.0016 -0.1489
H -2.1207 1.0492 0.7115
H 3.5030 -1.4200 2.2401
H 2.9912 -0.0131 2.6586
O 3.6325 -0.4426 2.0940

Density functional theory data (ωB97M-V with the def2-TZVPD basis set) for 2 unconnected molecules or ions with the total composition C3H9NO at a distorted geometry.

As for the net charge: +1. The spin multiplicity is 2. As for the gap between HOMO and LUMO (spin up / spin down): 9.6 / 6.4 eV. The value obtained for the highest occupied orbital energy (spin up / spin down) is -0.5173 / -0.5173 hartree.

Geometry (Å):
C -1.5878 -1.0240 -0.5513
C -0.9424 0.2912 -0.7025
C 0.0339 0.6307 -1.6687
N -1.0234 1.1597 0.3390
H -1.8692 -1.4167 -1.5031
H -0.8793 -1.6905 -0.0742
H -2.4817 -0.9704 0.0470
H 0.7361 1.4043 -1.3944
H 0.1819 -0.0562 -2.4855
H -0.9323 2.1136 -0.0083
H -1.9242 1.1354 0.8153
H 3.6913 -1.3004 2.3054
H 3.1840 0.0798 2.7316
O 3.8130 -0.3563 2.1499